Formula: C18H33F5GeN4O4RhTe
Source: OMol25
Level of theory: ωB97M-V/def2-TZVPD

Results
Kohn-Sham gap (spin up / spin down) = 8.38 / 5.88 eV
HOMO energy (spin up / spin down) = -15.09 / -15.59 eV
2S+1 = 6
lowest unoccupied orbital energy (spin up / spin down) = -6.70 / -9.70 eV
total charge = +2
<S²> = 8.8007
largest force on an atom = 0.5 eV/Å

Last column: natural (NBO) charge in e.
Element x y z (Å)
Rh  0.067  0.186  0.621  1.373
C  -0.533  2.965  -3.250  -0.631
C  0.604  2.222  -2.575  0.276
C  1.458  1.466  -3.575  -0.637
C  1.454  3.141  -1.713  -0.621
O  0.016  1.261  -1.636  -0.934
Ge  -0.925  -0.208  -1.982  1.890
O  0.121  -1.432  -1.119  -0.966
C  1.053  -2.408  -1.650  0.259
C  2.372  -1.733  -2.047  -0.097
C  0.439  -3.054  -2.881  -0.638
C  1.238  -3.442  -0.549  -0.620
O  -1.972  0.033  -0.519  -0.962
C  -3.173  -0.769  -0.229  0.275
C  -3.654  -1.417  -1.516  -0.652
C  -4.197  0.210  0.313  -0.625
C  -2.794  -1.817  0.803  -0.638
H  -0.143  3.739  -3.910  0.243
H  -1.177  3.440  -2.509  0.217
H  -1.135  2.285  -3.860  0.211
H  1.895  2.158  -4.295  0.247
H  0.853  0.750  -4.143  0.204
H  2.265  0.942  -3.066  0.222
H  1.977  3.861  -2.342  0.236
H  2.183  2.564  -1.145  0.242
H  0.828  3.696  -1.014  0.198
H  2.283  -1.310  -3.052  0.181
H  3.147  -2.503  -2.070  0.209
H  3.632  -0.442  -1.300  0.508
H  0.238  -2.310  -3.658  0.213
H  -0.484  -3.574  -2.625  0.230
H  1.127  -3.786  -3.308  0.252
H  1.657  -2.997  0.352  0.199
H  1.928  -4.221  -0.871  0.246
H  0.283  -3.909  -0.308  0.222
H  -3.874  -0.664  -2.277  0.230
H  -4.573  -1.975  -1.336  0.258
H  -2.919  -2.133  -1.901  0.213
H  -4.444  0.962  -0.436  0.227
H  -3.806  0.712  1.200  0.210
H  -5.112  -0.313  0.591  0.236
H  -1.999  -2.462  0.422  0.217
H  -3.653  -2.442  1.047  0.244
H  -2.461  -1.331  1.722  0.206
N  -0.014  3.059  3.833  -0.462
C  -0.329  4.006  2.935  0.094
C  -0.692  3.327  1.758  0.026
N  -0.604  2.022  1.959  -0.421
C  -0.192  1.843  3.231  0.319
C  -0.011  0.546  3.722  0.349
N  -0.224  -0.523  2.914  -0.491
C  0.007  -1.604  3.645  0.063
C  0.380  -1.223  4.951  0.123
N  0.361  0.115  4.966  -0.458
H  0.314  3.241  4.770  0.456
H  -0.270  5.059  3.158  0.267
H  -0.985  3.760  0.816  0.256
H  -0.067  -2.609  3.261  0.265
H  0.665  -1.817  5.804  0.273
H  0.626  0.685  5.758  0.459
F  4.329  0.278  1.313  -0.608
Te  2.839  -0.779  1.657  2.621
F  1.726  1.357  0.999  -0.759
F  2.793  0.262  3.262  -0.670
F  3.994  -2.121  1.001  -0.639
F  2.549  -2.137  3.008  -0.678
O  2.715  -0.693  -1.128  -0.758

Formula: C18H33MgNO3P2
Source: OMol25
Level of theory: ωB97M-V/def2-TZVPD

Results
Kohn-Sham gap = 4.82 eV
HOMO energy = -12.09 eV
lowest unoccupied orbital energy = -7.28 eV
total charge = +2
largest force on an atom = 2.3 eV/Å

Last column: natural (NBO) charge in e.
Element x y z (Å)
C  -0.660  -2.118  -5.685  -0.372
C  -1.208  -1.274  -6.599  -0.012
H  -0.593  -3.174  -5.938  0.207
H  -0.254  -1.778  -4.740  0.145
C  -1.350  0.142  -6.347  0.001
C  -1.018  0.699  -5.150  -0.402
H  -0.674  0.116  -4.302  0.160
H  -1.137  1.774  -5.031  0.199
C  -1.663  -1.847  -7.928  -0.641
H  -1.460  -2.924  -7.949  0.224
H  -1.142  -1.392  -8.782  0.229
H  -2.742  -1.708  -8.090  0.227
C  -1.895  1.042  -7.441  -0.642
H  -2.892  0.732  -7.785  0.230
H  -1.238  1.061  -8.323  0.229
H  -1.976  2.068  -7.064  0.220
Mg  0.712  0.058  2.575  1.670
O  0.698  -0.394  0.705  -0.808
C  1.311  0.054  -0.311  0.735
O  1.771  1.693  2.074  -0.763
C  2.389  1.856  0.995  0.949
O  3.284  2.801  0.827  -0.398
N  2.246  1.084  -0.153  -0.456
C  3.953  2.591  -0.471  -0.091
C  3.179  1.532  -1.199  -0.251
H  4.968  2.250  -0.243  0.231
H  3.967  3.553  -0.989  0.246
H  3.804  0.698  -1.527  0.246
H  2.625  1.922  -2.055  0.238
C  1.095  -0.456  -1.634  -0.398
C  0.237  -1.477  -1.879  -0.111
H  1.651  0.017  -2.450  0.248
H  -0.353  -1.912  -1.075  0.223
H  0.168  -1.896  -2.878  0.241
C  -2.425  -0.149  2.359  -0.950
P  -1.841  -0.266  4.072  0.721
C  -3.255  -0.342  5.216  -0.923
C  -1.002  1.272  4.620  -0.730
C  0.169  0.948  5.580  -0.714
P  1.168  -0.477  4.957  0.666
C  2.583  -0.562  6.075  -0.937
C  0.192  -1.954  5.363  -0.966
H  -3.209  0.618  2.306  0.248
H  -2.853  -1.134  2.089  0.275
H  -1.635  0.068  1.619  0.209
H  -2.963  0.001  6.220  0.262
H  -4.075  0.284  4.844  0.258
H  -3.592  -1.387  5.285  0.265
H  -0.631  1.821  3.736  0.211
H  -1.775  1.869  5.117  0.270
H  0.878  1.789  5.629  0.257
H  -0.174  0.740  6.606  0.257
H  2.327  -1.093  7.002  0.269
H  3.385  -1.108  5.561  0.264
H  2.944  0.447  6.312  0.266
H  -0.859  -1.853  4.984  0.263
H  0.647  -2.806  4.838  0.255
H  0.193  -2.120  6.449  0.251

Calculated E in order - -4179.9367, -1868.4140 hartree
Calculated ΔE to the lowest compared entry with this formula, charge and spin in order - 0.534, 0.000 eV